DFT (wB97M-V/def2-TZVPD) results for an isolated ion of composition C4H8N3 and charge +1 at a distorted geometry.

XYZ file:
```
15
Properties=species:S:1:pos:R:3:lowdin_charge:R:1
C -1.0029 0.6042 1.1173 -0.267
C 0.4044 -0.3973 -0.4801 -0.080
C -0.5301 -1.6872 1.5059 0.006
C 0.9608 1.4479 -2.0845 -0.031
N -0.3976 -0.4998 0.6859 -0.105
N -0.8663 1.7463 0.7072 0.373
N 0.6229 0.7024 -0.9456 0.096
H -1.3386 0.3307 2.1600 0.204
H 0.9387 -1.3641 -0.6725 0.194
H -1.5866 -1.7195 1.7551 0.113
H 0.1021 -1.4931 2.2856 0.083
H -0.4079 -2.6161 1.0444 0.093
H 1.9219 1.1332 -2.4427 0.104
H 0.2262 1.2760 -2.8158 0.091
H 0.9532 2.5363 -1.8202 0.127
```

Summary:
HOMO (spin up / spin down)	-14.9 / -14.9	eV
HOMO-LUMO gap (spin up / spin down)	7.63 / 7.62	eV
total charge	+1
relative energy (zero: lowest compared OMol25 entry of this formula, charge and spin)	147.8	kcal per mole
2S+1	1